[1]
Formula: C22H31N3O4S
Source: the OMol25 dataset
Level of theory: ωB97M-V with the def2-TZVPD basis set

Values from the calculation:
Molecular weight in u: 433.57
Calculated total energy in eV: -46813.5901
E_LUMO in eV: 0.41
Gap between HOMO and LUMO in eV: 9.17
SMILES string: CCCNC(=O)[C@@H]1CCCN(S(=O)(=O)c2ccc3c(c2)C[C@@H](C)N3C(=O)C2CC2)C1
HOMO level in eV: -8.760
Energy relative to the best compared isomer or geometry (same formula, charge and spin) in eV: 0.921

```
! wB97M-V def2-TZVPD RIJCOSX def2/J DEFGRID3
* xyz 0 1
C 5.48 2.91 0.67
C 5.57 2.28 -0.72
C 5.74 0.76 -0.63
N 4.56 0.14 -0.07
C 4.60 -0.65 1.01
O 5.63 -0.97 1.57
C 3.25 -1.17 1.53
C 3.20 -2.69 1.32
C 3.02 -3.03 -0.15
C 1.78 -2.33 -0.71
N 1.91 -0.91 -0.48
S 1.25 0.17 -1.54
O 1.92 1.42 -1.28
O 1.34 -0.40 -2.85
C -0.46 0.31 -1.06
C -1.36 -0.62 -1.54
C -2.69 -0.59 -1.14
C -3.08 0.39 -0.23
C -2.16 1.35 0.22
C -0.85 1.31 -0.18
C -2.86 2.33 1.11
C -4.35 2.01 0.86
C -4.98 2.97 -0.14
N -4.33 0.65 0.30
C -5.45 -0.13 0.41
O -6.50 0.36 0.77
C -5.29 -1.58 0.14
C -6.04 -2.18 -1.03
C -6.49 -2.46 0.36
C 2.01 -0.53 0.91
H 6.38 2.71 1.24
H 5.36 3.99 0.58
H 4.63 2.51 1.21
H 4.66 2.49 -1.28
H 6.42 2.70 -1.26
H 6.58 0.50 0.02
H 5.93 0.36 -1.63
H 3.69 0.40 -0.52
H 3.25 -0.97 2.61
H 2.36 -3.10 1.90
H 4.12 -3.13 1.70
H 3.89 -2.69 -0.71
H 2.92 -4.11 -0.29
H 0.87 -2.72 -0.21
H 1.69 -2.47 -1.78
H -1.01 -1.34 -2.26
H -3.39 -1.28 -1.56
H -0.13 2.05 0.14
H -2.62 3.36 0.86
H -2.59 2.16 2.16
H -4.94 2.00 1.77
H -6.00 2.66 -0.35
H -5.00 3.98 0.27
H -4.41 2.98 -1.07
H -4.31 -1.98 0.37
H -5.55 -2.96 -1.60
H -6.63 -1.51 -1.63
H -7.38 -1.97 0.71
H -6.32 -3.45 0.77
H 1.12 -0.86 1.46
H 2.06 0.56 0.95
*
```

Löwdin atomic charge list, values in e, 2 entries:
1 C -0.103
2 C -0.237

[2]
Formula: C8H12NiO6
Source: the OMol25 dataset
Level of theory: ωB97M-V with the def2-TZVPD basis set

Values from the calculation:
Molecular weight in u: 262.87
Expectation value of S²: 3.75
Calculated total energy in eV: -61807.4144
E_LUMO (spin up / spin down) in eV: -3.57 / -6.49
Gap between HOMO and LUMO (spin up / spin down) in eV: 8.61 / 6.80
HOMO level (spin up / spin down) in eV: -12.183 / -13.285

```
! wB97M-V def2-TZVPD RIJCOSX def2/J DEFGRID3
* xyz 1 4
O -1.95 -1.73 0.98
Ni -0.94 -4.53 2.36
O -0.35 -3.20 1.39
C -0.73 -2.15 0.87
O 0.07 -1.33 0.25
C 1.08 -0.67 0.97
C -2.45 -0.69 0.09
C -3.95 -0.79 0.05
H -2.12 0.28 0.48
H -2.00 -0.85 -0.89
H -4.37 -0.93 1.06
H -4.34 0.15 -0.36
H -4.28 -1.61 -0.60
C 2.34 -1.12 0.87
H 3.13 -0.63 1.44
H 2.51 -2.10 0.43
C 0.94 0.88 0.83
C 0.98 1.51 -0.55
O 2.29 2.01 -0.82
C 2.47 2.59 -2.00
O 1.62 2.77 -2.84
O 3.73 2.99 -2.09
H 1.55 1.28 1.66
H -0.03 1.21 1.22
H 0.27 2.35 -0.59
H 0.69 0.80 -1.34
H 3.84 3.52 -2.89
*
```

Löwdin atomic charge list, values in e, 2 entries:
1 O 0.083
2 Ni 0.912

[3]
Formula: C32H30BaN6O4S2
Source: the OMol25 dataset
Level of theory: ωB97M-V with the def2-TZVPD basis set

Values from the calculation:
Molecular weight in u: 764.09
Calculated total energy in eV: -73154.6710
E_LUMO in eV: -5.31
Gap between HOMO and LUMO in eV: 7.95
HOMO level in eV: -13.262
Energy relative to the best compared isomer or geometry (same formula, charge and spin) in eV: 0.503

```
! wB97M-V def2-TZVPD RIJCOSX def2/J DEFGRID3
* xyz 2 1
Ba -0.51 1.28 -2.54
O 4.81 -4.62 -4.72
N 4.88 -3.46 -4.39
O 5.88 -2.90 -3.97
C 3.62 -2.69 -4.35
C 2.73 -2.95 -5.32
C 1.51 -2.20 -5.39
C 0.58 -2.41 -6.42
C -0.57 -1.67 -6.45
C -0.77 -0.72 -5.44
N 0.09 -0.50 -4.46
C 1.23 -1.23 -4.42
C 2.20 -0.98 -3.35
N 1.89 -0.05 -2.41
C 2.75 0.17 -1.43
C 3.97 -0.51 -1.32
C 4.30 -1.44 -2.26
C 3.40 -1.70 -3.32
H 2.95 -3.71 -6.05
H 0.79 -3.16 -7.17
H -1.30 -1.80 -7.23
H -1.68 -0.13 -5.44
H 2.47 0.91 -0.69
H 4.64 -0.28 -0.50
H 5.23 -1.98 -2.20
S 0.09 2.19 0.39
C -1.00 1.46 1.42
N -1.49 2.02 2.51
C -2.21 1.22 3.50
C -1.54 -0.12 3.58
N -1.60 -0.73 2.25
C -1.78 -2.21 2.20
C -0.47 -2.90 2.43
C 0.00 -3.13 3.72
C 1.24 -3.73 3.92
C 2.01 -4.09 2.83
C 1.55 -3.88 1.54
C 0.31 -3.28 1.34
C -1.43 0.00 1.17
S -1.64 -0.56 -0.39
C -1.21 3.43 2.90
C -0.27 3.49 4.07
C -0.74 3.85 5.33
C 0.12 3.89 6.42
C 1.46 3.56 6.25
C 1.93 3.21 4.99
C 1.08 3.18 3.91
H -3.26 1.12 3.21
H -2.16 1.74 4.45
H -2.05 -0.78 4.28
H -0.50 -0.02 3.90
H -2.20 -2.45 1.22
H -2.52 -2.46 2.96
H -0.62 -2.88 4.57
H 1.59 -3.92 4.93
H 2.97 -4.57 2.99
H 2.14 -4.19 0.69
H -0.06 -3.12 0.34
H -2.17 3.87 3.15
H -0.81 3.93 2.02
H -1.78 4.12 5.45
H -0.25 4.18 7.39
H 2.13 3.60 7.10
H 2.98 2.97 4.86
H 1.46 2.92 2.92
N -5.40 2.60 -3.71
C -4.48 3.29 -2.74
C -3.15 2.54 -2.79
O -2.23 2.96 -2.07
O -3.10 1.55 -3.56
H -5.69 3.21 -4.48
H -6.24 2.24 -3.26
H -4.84 1.82 -4.08
H -4.91 3.26 -1.74
H -4.35 4.33 -3.04
*
```

Löwdin atomic charge list, values in e, 2 entries:
1 Ba 1.819
2 O 0.123

[4]
Formula: C4H8O2
Source: the OMol25 dataset
Level of theory: ωB97M-V with the def2-TZVPD basis set

Values from the calculation:
Molecular weight in u: 88.11
Calculated total energy in eV: -8369.9927
E_LUMO in eV: 0.50
Gap between HOMO and LUMO in eV: 9.76
SMILES string: C[C@H]1[C@@H](O)[C@H]1O
HOMO level in eV: -9.261
Energy relative to the best compared isomer or geometry (same formula, charge and spin) in eV: 3.289

```
! wB97M-V def2-TZVPD RIJCOSX def2/J DEFGRID3
* xyz 0 1
C 1.63 -0.16 -0.14
C 0.43 -0.28 0.76
C -0.63 0.75 0.65
O -0.65 1.61 -0.41
C -0.83 -0.82 0.18
O -0.98 -0.93 -1.17
H 2.25 -1.05 -0.07
H 1.30 -0.06 -1.18
H 2.22 0.72 0.12
H 0.61 -0.61 1.79
H -1.30 0.98 1.48
H -1.16 1.15 -1.24
H -1.59 -1.31 0.80
H -1.31 0.01 -1.57
*
```

Löwdin atomic charge list, values in e, 2 entries:
1 C -0.045
2 C -0.267

[5]
Formula: C7H13N3
Source: the OMol25 dataset
Level of theory: ωB97M-V with the def2-TZVPD basis set

Values from the calculation:
Molecular weight in u: 139.20
Calculated total energy in eV: -11938.2727
E_LUMO in eV: 0.86
Gap between HOMO and LUMO in eV: 7.92
SMILES string: CN(C)N(C)c1ccc[nH]1
HOMO level in eV: -7.056
Energy relative to the best compared isomer or geometry (same formula, charge and spin) in eV: 1.659

```
! wB97M-V def2-TZVPD RIJCOSX def2/J DEFGRID3
* xyz 0 1
C 0.36 -2.36 0.30
N -0.24 -1.08 0.02
C -1.33 -0.76 0.92
N 0.72 -0.05 -0.13
C 1.28 0.42 1.29
C 0.27 0.89 -1.04
C -0.77 0.78 -1.93
C -0.70 1.90 -2.79
C 0.37 2.65 -2.41
N 0.96 2.03 -1.34
H 0.73 -2.45 1.34
H -0.38 -3.13 0.14
H 1.19 -2.52 -0.38
H -2.14 -1.48 0.75
H -1.05 -0.80 1.98
H -1.70 0.24 0.69
H 1.51 -0.48 1.84
H 2.18 0.99 1.09
H 0.55 1.04 1.81
H -1.49 -0.01 -1.96
H -1.37 2.10 -3.61
H 0.76 3.56 -2.81
H 1.79 2.35 -0.87
*
```

Löwdin atomic charge list, values in e, 2 entries:
1 C -0.090
2 N -0.281

[6]
Formula: C8H8F5NO2
Source: the OMol25 dataset
Level of theory: ωB97M-V with the def2-TZVPD basis set

Values from the calculation:
Molecular weight in u: 245.15
Calculated total energy in eV: -27597.4009
E_LUMO in eV: 0.28
Gap between HOMO and LUMO in eV: 10.16
SMILES string: N[C@H]1C[C@@H](C(=O)O)C=C1C(F)(F)C(F)(F)F
HOMO level in eV: -9.877
Energy relative to the best compared isomer or geometry (same formula, charge and spin) in eV: 0.280

```
! wB97M-V def2-TZVPD RIJCOSX def2/J DEFGRID3
* xyz 0 1
N 1.66 0.95 -0.91
C 0.23 0.91 -0.84
C -0.36 -0.06 -1.93
C -0.36 -1.39 -1.15
C 0.83 -2.26 -1.50
O 0.70 -3.44 -1.58
O 2.06 -1.56 -1.75
C -0.43 -1.07 0.34
C -0.22 0.28 0.50
C -0.26 0.93 1.91
F 0.71 0.31 2.65
F 0.22 2.14 1.62
C -1.59 0.92 2.78
F -2.72 0.69 2.17
F -1.55 0.16 3.89
F -1.77 2.17 3.33
H 2.02 1.31 0.00
H 2.03 1.47 -1.75
H -0.27 1.88 -0.89
H 0.38 -0.09 -2.67
H -1.34 0.07 -2.30
H -1.19 -1.93 -1.55
H 1.98 -0.63 -1.43
H -0.74 -1.77 1.08
*
```

Löwdin atomic charge list, values in e, 2 entries:
1 N 0.045
2 C -0.318

Copy entry 5 word for word.
Formula: C7H13N3
Source: the OMol25 dataset
Level of theory: ωB97M-V with the def2-TZVPD basis set

Values from the calculation:
Molecular weight in u: 139.20
Calculated total energy in eV: -11938.2727
E_LUMO in eV: 0.86
Gap between HOMO and LUMO in eV: 7.92
SMILES string: CN(C)N(C)c1ccc[nH]1
HOMO level in eV: -7.056
Energy relative to the best compared isomer or geometry (same formula, charge and spin) in eV: 1.659

```
! wB97M-V def2-TZVPD RIJCOSX def2/J DEFGRID3
* xyz 0 1
C 0.36 -2.36 0.30
N -0.24 -1.08 0.02
C -1.33 -0.76 0.92
N 0.72 -0.05 -0.13
C 1.28 0.42 1.29
C 0.27 0.89 -1.04
C -0.77 0.78 -1.93
C -0.70 1.90 -2.79
C 0.37 2.65 -2.41
N 0.96 2.03 -1.34
H 0.73 -2.45 1.34
H -0.38 -3.13 0.14
H 1.19 -2.52 -0.38
H -2.14 -1.48 0.75
H -1.05 -0.80 1.98
H -1.70 0.24 0.69
H 1.51 -0.48 1.84
H 2.18 0.99 1.09
H 0.55 1.04 1.81
H -1.49 -0.01 -1.96
H -1.37 2.10 -3.61
H 0.76 3.56 -2.81
H 1.79 2.35 -0.87
*
```

Löwdin atomic charge list, values in e, 2 entries:
1 C -0.090
2 N -0.281

What is the molecular weight in the fifth record?
139.20 u

What is the formula in the second record?
C8H12NiO6

The highest molecular weight belongs to which entry?
C32H30BaN6O4S2